C4H6Cl2O | the ωB97M-V functional and the def2-TZVPD basis

Atoms and positions in Å:
C  0.519504  -1.086898  1.359695
C  0.168307  0.210883  1.067534
C  -1.559450  -0.151764  -1.923752
C  1.190250  0.964055  0.321688
O  -0.555049  0.347846  -2.280660
Cl  -2.962101  0.807931  -1.414972
Cl  -1.734223  -1.834344  -1.881107
H  -0.105015  -1.642087  2.068288
H  1.488358  -1.301863  0.964478
H  -0.799310  0.496583  1.466929
H  0.673316  1.188978  -0.662212
H  2.025148  0.187736  0.137270
H  1.650263  1.812944  0.776819

Cartesian forces (eV/Å) of the 6 atoms listed first:
C 0.701 -5.556 1.554
C -1.969 5.189 -0.586
C 0.237 1.045 0.059
C -0.202 -1.723 -1.358
O -0.057 0.370 -0.186
Cl 0.368 -0.575 -0.145

The orbital gap (spin up / spin down) is 5.8 / 9.6 eV. As for the spin multiplicity: 3. Its net charge is 0. The LUMO energy (spin up / spin down) comes out at 0.018 / -0.068 Ha. For the HOMO energy (spin up / spin down), the calculation gives -0.1964 / -0.4202 Ha.

---

C4H12O | the ωB97M-V functional and the def2-TZVPD basis

Atoms and positions in Å:
C  -0.357240  -1.091158  1.470102
C  -0.512864  -2.016474  0.188372
C  0.957730  -0.336441  1.324267
H  -1.252219  -0.483253  1.598559
H  -0.372636  -1.819944  2.279662
H  0.412393  -2.569685  0.071475
H  -0.843249  -1.368604  -0.623633
H  1.398051  -0.253131  2.310306
H  1.608075  -0.811354  0.603698
H  -1.324874  -2.751271  0.239226
H  0.737699  0.632198  0.870512
C  0.250233  2.100140  -1.458039
O  -0.675590  2.580882  -2.486162
H  -1.494656  2.102717  -2.496533
H  1.152654  2.128669  -2.069558
H  0.238797  2.872019  -0.692770
H  0.077691  1.084695  -1.129490

Cartesian forces (eV/Å) of the 6 atoms listed first:
C -0.359 -2.276 -1.453
C -1.196 0.871 1.050
C -1.058 0.497 0.186
H 0.192 0.267 -0.050
H 0.344 0.325 0.452
H 0.101 0.171 -0.572

The orbital gap is 11.2 eV. As for the spin multiplicity: 1. Its net charge is 0. The LUMO energy comes out at 0.031 Ha. For the HOMO energy, the calculation gives -0.3813 Ha. As for the SMILES: CCC.CO.

---

C34H40BBrF5N2O21 | the ωB97M-V functional and the def2-TZVPD basis

Atoms and positions in Å:
C  1.485685  -7.165891  -1.577945
C  1.368606  -6.388457  -0.272960
O  1.758166  -5.000496  -0.504969
B  2.042481  -4.289409  0.597413
O  1.328338  -4.446331  1.751478
C  3.229266  -3.192212  0.605887
C  2.941296  -1.836847  0.857467
C  1.526934  -1.376581  1.111909
C  1.122652  -1.388776  2.582748
C  -0.258207  -0.743305  2.784523
C  -1.231613  -1.137797  1.717926
O  -1.345387  -0.490043  0.714579
O  -1.916062  -2.247462  1.940503
C  -2.888373  -2.564571  0.938387
C  -3.629431  -3.818783  1.335469
C  4.000490  -0.932445  0.858080
C  3.800583  0.505067  1.155387
C  3.064019  1.359157  0.332956
C  2.903539  2.687945  0.701609
C  3.455881  3.181464  1.880641
C  4.188217  2.337164  2.708153
C  4.359692  1.008427  2.334277
C  5.297258  -1.433805  0.577007
C  6.458882  -0.446108  0.502189
O  6.131630  0.500146  -0.488606
O  6.171485  -0.258918  -1.700373
N  5.534926  -2.701313  0.326753
N  4.498491  -3.502372  0.361213
Br  4.875480  -5.318866  0.007982
H  1.395084  -6.487907  -2.417332
H  0.689068  -7.901101  -1.607322
H  2.414424  -7.726451  -1.605063
H  0.351806  -6.440598  0.093873
H  2.046204  -6.793291  0.471700
H  1.881009  -4.471410  2.539511
H  1.466482  -0.348449  0.794928
H  0.856222  -1.940400  0.465545
H  1.850339  -0.803342  3.141688
H  1.107457  -2.381157  3.014883
H  -0.656201  -0.961488  3.770809
H  -0.134869  0.329221  2.686412
H  -3.583099  -1.736415  0.864106
H  -2.453939  -2.722233  -0.044923
H  -3.062429  -4.718225  1.125078
H  -4.557908  -3.861643  0.773428
H  -3.914935  -3.765216  2.381454
H  2.618500  0.983207  -0.575999
H  2.324727  3.347142  0.073779
H  3.307138  4.210079  2.167783
H  4.605518  2.702225  3.630993
H  4.907220  0.345473  2.989747
H  6.637264  0.053677  1.440368
H  7.363568  -0.945329  0.162074
H  5.755492  0.339540  -2.333518
C  3.244583  6.375526  -3.147877
C  3.263923  4.950076  -3.651154
O  2.698417  4.238479  -2.560393
C  1.867247  5.097091  -1.902637
O  1.055096  4.762076  -1.105594
O  2.096064  6.368424  -2.288981
F  4.521489  4.499252  -3.870658
H  4.135499  6.605251  -2.562572
H  3.132635  7.111252  -3.938898
H  2.662128  4.775282  -4.544059
C  9.097224  -3.376115  -0.614264
C  10.159556  -4.354120  -0.170021
O  11.245375  -3.494385  0.128512
C  10.725208  -2.290345  0.508187
O  11.316220  -1.435806  1.065112
O  9.407729  -2.221036  0.157424
F  10.510250  -5.205248  -1.160315
H  9.178284  -3.148240  -1.678702
H  8.084578  -3.701421  -0.399226
H  9.906308  -4.931327  0.721425
C  -5.535323  0.347753  -0.337605
C  -5.356986  1.848091  -0.349142
O  -6.656094  2.305655  -0.025001
C  -7.253844  1.340631  0.730239
O  -8.232587  1.498223  1.375059
O  -6.562304  0.177166  0.644148
F  -5.012021  2.307500  -1.575486
H  -5.887406  -0.024008  -1.301302
H  -4.632648  -0.186144  -0.056467
H  -4.645296  2.229085  0.385523
C  -10.666830  2.835933  3.344269
C  -10.508366  4.338563  3.338914
O  -11.812303  4.783745  3.661366
C  -12.404590  3.806759  4.411777
O  -13.386231  3.952598  5.053475
O  -11.698293  2.653046  4.321891
F  -10.163268  4.814676  2.117646
H  -11.006694  2.464435  2.377599
H  -9.761385  2.308642  3.629356
H  -9.804469  4.722790  4.079501
C  -5.955976  4.075059  -4.868210
C  -5.723066  3.411971  -6.206510
O  -5.859085  2.038897  -5.890706
C  -6.702475  1.950837  -4.820980
O  -7.225923  0.954422  -4.456541
O  -6.858577  3.162757  -4.236196
F  -4.471241  3.640797  -6.677284
H  -5.035390  4.138296  -4.286096
H  -6.399660  5.063687  -4.948640
H  -6.446777  3.678697  -6.978081

Cartesian forces (eV/Å) of the 6 atoms listed first:
C -0.026 -0.043 0.638
C -0.136 -0.046 -0.689
O 0.389 0.059 0.193
B -0.237 -0.124 0.092
O 0.512 -0.606 -0.030
C -0.407 0.521 -0.226

The orbital gap is 7.6 eV. As for the spin multiplicity: 1. Its net charge is +1. The LUMO energy comes out at -0.163 Ha. For the HOMO energy, the calculation gives -0.4427 Ha.

---

C4H8O3Tl | the ωB97M-V functional and the def2-TZVPD basis

Atoms and positions in Å:
O  -0.845759  0.046332  -0.060263
Tl  0.065860  -1.960696  0.411741
O  1.308874  -0.329428  -0.044345
C  0.400025  0.728572  -0.263990
O  0.569852  1.854153  0.243998
C  2.855286  0.046715  -0.116354
C  -2.020759  0.832001  -0.145419
C  -3.225637  -0.074804  -0.044239
H  3.086301  0.728940  0.711469
H  3.420321  -0.886339  -0.030134
H  3.062008  0.546861  -1.072949
H  -2.021609  1.577608  0.664137
H  -2.015565  1.379270  -1.102114
H  -3.225175  -0.620776  0.909747
H  -4.143421  0.526638  -0.095142
H  -3.238985  -0.803543  -0.866420

Cartesian forces (eV/Å) of the 6 atoms listed first:
O -0.433 -0.120 0.179
Tl -1.233 -3.504 0.921
O 5.116 1.294 -0.189
C -0.012 3.340 -1.160
O 0.075 -0.893 0.033
C -2.052 0.074 0.186

The orbital gap (spin up / spin down) is 5.2 / 9.3 eV. As for the spin multiplicity: 2. Its net charge is 0. The LUMO energy (spin up / spin down) comes out at 0.000 / -0.003 Ha. For the HOMO energy (spin up / spin down), the calculation gives -0.1917 / -0.3442 Ha.

---

C54H42CsO4P3SSi | the ωB97M-V functional and the def2-TZVPD basis

Atoms and positions in Å:
Cs  2.634291  0.344545  0.555926
C  2.856939  2.236195  -5.298902
C  2.477152  2.477716  -3.989124
C  2.194685  1.429166  -3.118344
C  2.343914  0.111782  -3.548427
C  2.699056  -0.117463  -4.876728
C  2.954358  0.924459  -5.748175
P  2.067521  -1.283133  -2.368980
C  3.386661  -2.442759  -2.905390
C  4.658515  -1.946686  -3.209143
C  5.733481  -2.797679  -3.406338
C  5.567098  -4.172695  -3.300752
C  4.316974  -4.677135  -2.974877
C  3.244565  -3.824280  -2.771880
C  0.532886  -2.020029  -3.129929
C  0.597468  -2.888297  -4.217262
C  -0.553052  -3.421664  -4.771661
C  -1.786168  -3.080033  -4.231691
C  -1.843891  -2.200304  -3.163443
C  -0.703753  -1.635407  -2.590481
Si  -0.723676  -0.367673  -1.117253
C  -1.438208  1.250403  -1.882848
C  -1.494801  1.443566  -3.266700
C  -1.556849  2.708416  -3.832719
C  -1.579820  3.842593  -3.032857
C  -1.565774  3.679895  -1.651443
C  -1.510579  2.414420  -1.088742
P  -1.529070  2.117856  0.720584
C  -0.682247  3.539375  1.496749
C  -1.264011  4.261101  2.539095
C  -0.516686  5.160457  3.285743
C  0.832712  5.339150  3.021909
C  1.431230  4.620793  1.994296
C  0.675491  3.748096  1.232398
C  -3.287644  2.417055  1.130980
C  -3.882813  1.449157  1.937799
C  -5.215141  1.560433  2.316873
C  -5.964130  2.643062  1.888178
C  -5.384738  3.611464  1.075469
C  -4.058776  3.496699  0.699737
C  -2.044298  -1.150626  0.047414
C  -3.399602  -1.194225  -0.283293
C  -4.333232  -1.893192  0.467292
C  -3.919921  -2.592723  1.589896
C  -2.584374  -2.544325  1.962326
C  -1.652027  -1.813660  1.228744
P  0.103644  -1.636965  1.847311
C  -0.089401  -0.381787  3.193780
C  -1.295127  -0.183799  3.875912
C  -1.390247  0.786474  4.856174
C  -0.289146  1.571788  5.183402
C  0.915009  1.378966  4.529119
C  1.003894  0.408385  3.534566
C  0.245024  -3.180472  2.839150
C  0.275078  -4.398843  2.159101
C  0.432113  -5.593369  2.837736
C  0.588021  -5.598229  4.218977
C  0.581898  -4.394315  4.905340
C  0.405637  -3.197677  4.223031
H  3.064718  3.067023  -5.962094
H  2.365200  3.491158  -3.623243
H  1.886333  1.693932  -2.112363
H  2.794756  -1.135827  -5.231804
H  3.234925  0.716279  -6.774012
H  4.824416  -0.878754  -3.278162
H  6.705356  -2.375018  -3.630516
H  6.405802  -4.840634  -3.452681
H  4.171600  -5.746019  -2.866684
H  2.284999  -4.248659  -2.500652
H  1.562270  -3.160324  -4.627059
H  -0.492232  -4.102740  -5.612993
H  -2.700384  -3.492282  -4.644690
H  -2.815089  -1.941129  -2.755829
H  -1.443325  0.584574  -3.928173
H  -1.564545  2.801794  -4.913927
H  -1.601588  4.832863  -3.471196
H  -1.572324  4.543101  -0.993327
H  -2.304837  4.102173  2.793828
H  -0.990044  5.701336  4.097836
H  1.428505  6.007590  3.631203
H  2.497050  4.669194  1.817452
H  1.204041  3.197750  0.463011
H  -3.295047  0.597627  2.253621
H  -5.656839  0.789106  2.936097
H  -7.004750  2.732892  2.178392
H  -5.972159  4.455416  0.733319
H  -3.614254  4.248890  0.061192
H  -3.733928  -0.646474  -1.159021
H  -5.377358  -1.888932  0.174405
H  -4.630524  -3.160969  2.179857
H  -2.259800  -3.073118  2.852273
H  -2.164700  -0.778340  3.632481
H  -2.333740  0.948362  5.366807
H  -0.374948  2.343920  5.939913
H  1.804050  1.961643  4.731268
H  1.980283  0.341248  3.063622
H  0.170087  -4.416451  1.079002
H  0.444450  -6.523098  2.281102
H  0.723130  -6.533063  4.749552
H  0.716834  -4.375403  5.980161
H  0.406147  -2.268540  4.777867
O  4.095180  0.841371  3.670364
S  4.637579  1.497060  2.455207
O  5.810470  2.333400  2.712557
O  4.950230  0.419947  1.453473
O  3.517887  2.322104  1.854938

Cartesian forces (eV/Å) of the 6 atoms listed first:
Cs -1.791 -0.975 -1.702
C -0.043 0.026 0.069
C -0.230 0.082 0.083
C 0.294 0.160 -0.188
C -0.129 -0.006 0.172
C 0.012 -0.085 -0.072

The orbital gap is 4.7 eV. As for the spin multiplicity: 1. Its net charge is -2. The LUMO energy comes out at 0.135 Ha. For the HOMO energy, the calculation gives -0.0397 Ha.

---

Computed energy relative to the best compared isomer or geometry (same formula, charge and spin), in the same sequence as the records: 1.114 1.138 0.413 2.512 0.581 eV.
Computed total energy, in the same sequence as the records: -31332.108 -6388.983 -166183.403 -15110.131 -111999.090 eV.